# 1
C27H24BrF6IN7O9S4Yb | ωB97M-V/def2-TZVPD

Its HOMO energy (spin up / spin down) is -8.0 / -8.0 eV. Its largest force on an atom is 2.72 eV Å⁻¹. For the gap between HOMO and LUMO (spin up / spin down), the calculation gives 0.28000 / 0.28002 Ha. The charge is 0. As for the expectation value of S²: 0.751. The electronic energy is -226567.41845 eV. The spin multiplicity is 2. The energy relative to the best compared isomer or geometry (same formula, charge and spin) comes out at 31.9 kcal/mol.

Positions of all 80 atoms, in Å:
Yb 0.46 -0.46 0.07
F 3.65 0.29 1.27
C 3.94 -0.93 1.75
F 5.26 -1.03 1.84
F 3.42 -1.09 2.95
S 3.36 -2.18 0.49
O 1.91 -2.09 0.43
O 3.89 -3.43 0.87
N 3.98 -1.62 -0.84
S 3.16 -0.74 -1.83
O 2.84 -1.37 -3.07
O 2.06 0.00 -1.24
C 4.44 0.58 -2.22
F 4.87 1.13 -1.09
F 3.91 1.55 -2.97
F 5.48 0.08 -2.86
O -1.41 1.21 5.70
C -1.04 0.83 4.62
C -1.91 0.62 3.40
O -3.12 0.81 3.30
C -0.99 0.21 2.35
C 0.33 0.18 2.80
O 1.28 -0.06 1.95
C 0.40 0.55 4.21
O 1.38 0.68 4.92
O -1.26 -0.02 1.09
C -3.39 1.41 -0.32
C -2.86 0.66 -1.48
N -1.81 -0.11 -1.53
C -1.68 -0.72 -2.75
C -2.62 -0.34 -3.67
S -3.73 0.77 -2.99
C -0.71 -1.77 -2.98
C -0.71 -2.53 -4.12
S 0.43 -3.78 -4.00
C 0.84 -3.25 -2.40
N 0.18 -2.19 -2.02
C 1.85 -4.06 -1.69
H -2.86 1.13 0.58
H -4.45 1.19 -0.18
H -3.31 2.48 -0.48
H -2.74 -0.66 -4.69
H -1.35 -2.44 -4.98
H 1.97 -5.00 -2.21
H 1.58 -4.27 -0.65
H 2.81 -3.54 -1.68
Br -1.50 -6.29 1.89
C -2.91 -5.04 1.84
C -4.20 -5.48 2.08
C -5.25 -4.57 2.03
C -4.99 -3.24 1.73
C -3.70 -2.81 1.50
C -2.64 -3.71 1.55
I -0.58 -3.03 1.21
H -4.38 -6.52 2.30
H -6.25 -4.91 2.22
H -5.81 -2.53 1.70
H -3.49 -1.77 1.29
C 2.08 2.70 -0.06
N 2.24 4.13 -0.25
C 1.62 4.52 -1.50
N 0.19 4.18 -1.51
C 0.06 2.75 -1.32
N 0.66 2.28 -0.05
C 0.01 3.04 1.05
N 0.15 4.47 0.89
C 1.57 4.81 0.85
C -0.44 4.86 -0.38
H 2.55 2.41 0.88
H 2.59 2.20 -0.89
H 2.12 4.00 -2.32
H 1.72 5.60 -1.64
H 0.56 2.24 -2.15
H -1.01 2.51 -1.31
H 0.47 2.75 2.00
H -1.05 2.80 1.08
H 2.04 4.52 1.79
H 1.68 5.89 0.71
H -0.33 5.94 -0.52
H -1.50 4.61 -0.37


# 2
C3H6N2S | ωB97M-V/def2-TZVPD

Its HOMO energy (spin up / spin down) is -5.6 / -8.8 eV. Its largest force on an atom is 3.70 eV Å⁻¹. For the gap between HOMO and LUMO (spin up / spin down), the calculation gives 0.23920 / 0.31696 Ha. The charge is 0. As for the expectation value of S²: 2.017. The electronic energy is -17016.95391 eV. The spin multiplicity is 3. The energy relative to the best compared isomer or geometry (same formula, charge and spin) comes out at 64.7 kcal/mol.

Positions of all 12 atoms, in Å:
C -0.54 1.34 -0.55
C 0.45 1.06 0.24
C -1.46 0.15 -0.77
N 0.35 -1.01 0.80
N 1.49 -1.57 1.04
S -0.47 -1.44 -0.59
H -0.99 2.25 -0.78
H 1.16 1.64 0.87
H -2.13 0.00 0.01
H -1.97 0.26 -1.74
H 1.76 -2.23 0.35
H 1.76 -1.63 2.03


# 3
C3H3ClOS | ωB97M-V/def2-TZVPD

Its HOMO energy is -9.4 eV. Its largest force on an atom is 4.27 eV Å⁻¹. The SMILES is C=COC(=S)Cl. For the gap between HOMO and LUMO, the calculation gives 0.33976 Ha. The charge is 0. The electronic energy is -28562.74877 eV. The energy relative to the best compared isomer or geometry (same formula, charge and spin) comes out at 33.1 kcal/mol.

Positions of all 9 atoms, in Å:
C 1.80 0.19 -0.01
C 0.52 -0.14 -0.05
O -0.59 0.65 -0.13
C -1.78 0.20 0.00
S -3.02 1.18 -0.02
Cl -2.00 -1.63 -0.05
H 2.63 -0.48 0.11
H 2.06 1.26 -0.06
H 0.39 -1.24 0.21


# 4
C2H4N2OS | ωB97M-V/def2-TZVPD

Its HOMO energy (spin up / spin down) is -8.9 / -8.9 eV. Its largest force on an atom is 4.27 eV Å⁻¹. The SMILES is [H]/N=N/C(=S)OC. For the gap between HOMO and LUMO (spin up / spin down), the calculation gives 0.30660 / 0.30662 Ha. The charge is 0. The electronic energy is -17998.41887 eV. The energy relative to the best compared isomer or geometry (same formula, charge and spin) comes out at 97.8 kcal/mol.

Positions of all 10 atoms, in Å:
H -0.08 -2.81 0.17
N -0.39 -2.10 -0.51
N -0.70 -1.06 0.09
C -1.18 0.11 -0.17
S -2.77 0.43 0.13
O -0.21 1.12 -0.41
C 1.08 1.07 0.12
H 1.45 2.02 -0.10
H 1.74 0.44 -0.44
H 1.06 0.79 1.12


# 5
C2H8O3PS | ωB97M-V/def2-TZVPD

Its HOMO energy (spin up / spin down) is -8.6 / -15.1 eV. Its largest force on an atom is 4.67 eV Å⁻¹. For the gap between HOMO and LUMO (spin up / spin down), the calculation gives 0.17457 / 0.22799 Ha. The charge is +1. As for the expectation value of S²: 2.011. The electronic energy is -28457.65000 eV. The spin multiplicity is 3. The energy relative to the best compared isomer or geometry (same formula, charge and spin) comes out at 89.9 kcal/mol.

Positions of all 15 atoms, in Å:
C 1.10 -0.80 1.55
C -1.34 1.71 -1.78
O -1.36 0.77 1.94
O 0.50 0.02 0.62
O -1.42 1.14 -0.50
P -0.47 1.43 0.77
S 0.09 -2.31 1.58
H 1.22 -0.41 2.58
H 2.18 -0.97 1.29
H -0.35 -1.99 0.31
H -2.31 2.16 -2.10
H -1.21 0.76 -2.42
H -0.40 2.28 -1.93
H -2.14 1.18 2.13
H -1.09 -1.92 2.13


# 6
C6H10 | ωB97M-V/def2-TZVPD

Its HOMO energy is -8.6 eV. Its largest force on an atom is 1.24 eV Å⁻¹. The SMILES is C=C/C=C\CC. For the gap between HOMO and LUMO, the calculation gives 0.36156 Ha. The charge is 0. The electronic energy is -6381.37850 eV. The energy relative to the best compared isomer or geometry (same formula, charge and spin) comes out at 57.2 kcal/mol.

Positions of all 16 atoms, in Å:
C -1.82 0.40 0.74
C -1.38 0.06 -0.47
C -0.32 1.01 -0.81
C 0.88 1.03 -0.23
C 1.29 -0.17 0.60
C 0.87 -1.40 -0.23
H -1.12 0.80 1.46
H -2.86 0.43 1.00
H -1.94 -0.54 -1.20
H -0.73 1.83 -1.40
H 1.53 1.88 -0.34
H 0.83 -0.13 1.60
H 2.37 -0.19 0.76
H 0.62 -0.93 -1.19
H 0.06 -2.00 0.19
H 1.71 -2.06 -0.46


# 7
C16H28F9KN4OS2 | ωB97M-V/def2-TZVPD

Its HOMO energy is -8.5 eV. Its largest force on an atom is 1.00 eV Å⁻¹. For the gap between HOMO and LUMO, the calculation gives 0.30798 Ha. The charge is 0. The electronic energy is -87509.15765 eV. The energy relative to the best compared isomer or geometry (same formula, charge and spin) comes out at 15.8 kcal/mol.

Positions of all 61 atoms, in Å:
K 0.13 -0.43 -0.01
C 1.89 1.62 2.12
C 3.13 1.48 1.24
N 2.94 0.69 0.04
C 3.95 -0.34 -0.21
C 3.98 -1.46 0.82
S 2.44 -2.39 1.03
C 1.99 -2.04 2.75
C 2.02 -0.60 3.23
N 1.26 0.34 2.42
H 2.20 2.15 3.03
H 1.15 2.24 1.62
H 3.49 2.49 1.01
H 3.94 1.04 1.83
H 2.85 1.28 -0.78
H 3.75 -0.76 -1.20
H 4.97 0.08 -0.25
H 4.77 -2.16 0.51
H 4.31 -1.09 1.79
H 0.97 -2.45 2.83
H 2.60 -2.64 3.42
H 1.69 -0.59 4.28
H 3.06 -0.26 3.26
H 0.32 0.49 2.79
C 0.01 3.57 -1.46
C -0.69 2.70 -2.49
N -0.71 1.28 -2.14
C -2.00 0.60 -2.27
C -3.07 1.06 -1.28
S -2.64 1.04 0.49
C -2.68 2.78 0.94
C -1.90 3.77 0.08
N -0.50 3.42 -0.11
H -0.05 4.61 -1.83
H 1.07 3.31 -1.44
H -0.19 2.87 -3.45
H -1.72 3.04 -2.65
H -0.03 0.78 -2.70
H -1.83 -0.46 -2.13
H -2.43 0.74 -3.28
H -3.93 0.40 -1.41
H -3.43 2.06 -1.51
H -2.31 2.81 1.96
H -3.72 3.13 0.99
H -2.01 4.76 0.55
H -2.38 3.88 -0.89
H 0.09 3.95 0.52
F -3.80 -2.76 0.12
C -2.70 -3.50 0.34
F -3.12 -4.76 0.57
F -2.16 -3.05 1.48
C -1.70 -3.35 -0.85
O -1.11 -2.16 -0.78
C -0.64 -4.48 -0.76
F -0.17 -4.58 0.50
F 0.42 -4.23 -1.54
F -1.10 -5.70 -1.10
C -2.49 -3.52 -2.18
F -3.19 -2.42 -2.48
F -1.65 -3.73 -3.22
F -3.36 -4.55 -2.16


# 8
C31H61BBeF3KN5O14P2 | ωB97M-V/def2-TZVPD

Its HOMO energy is -2.8 eV. Its largest force on an atom is 4.46 eV Å⁻¹. For the gap between HOMO and LUMO, the calculation gives 0.03994 Ha. The charge is -1. The electronic energy is -113371.86528 eV.

Positions of all 119 atoms, in Å:
C -5.22 -6.72 -2.00
C -3.95 -7.33 -1.31
O -2.97 -6.33 -0.97
B -3.48 -5.37 -0.09
O -4.48 -5.78 0.83
C -3.05 -3.83 -0.05
C -2.56 -3.13 -1.39
C -1.58 -3.91 -2.30
C -1.22 -3.13 -3.62
C 0.05 -2.21 -3.53
P 1.57 -3.24 -3.75
O 1.95 -3.90 -2.48
O 1.33 -4.36 -4.98
C 1.19 -5.65 -4.41
C 2.54 -6.40 -4.18
O 2.76 -2.26 -4.33
C 4.03 -2.47 -3.64
C 4.18 -1.59 -2.37
N -1.86 -1.93 -0.83
C -1.08 -2.52 0.27
O 0.06 -2.28 0.37
C -2.02 -3.47 1.11
C -1.19 -4.67 1.70
C -0.07 -4.22 2.71
N 1.15 -4.27 2.39
C -2.85 -2.91 2.34
C -2.93 -1.36 2.50
C -1.63 -0.67 3.01
F -1.04 -1.40 4.04
H -4.86 -5.95 -2.72
H -5.75 -7.53 -2.55
H -5.95 -6.31 -1.27
H -4.19 -8.01 -0.47
H -3.46 -7.97 -2.09
H -4.28 -5.26 1.63
H -4.03 -3.31 0.14
H -3.42 -2.81 -2.02
H -2.12 -4.83 -2.66
H -0.64 -4.22 -1.78
H -2.11 -2.55 -3.96
H -0.97 -3.92 -4.37
H 0.17 -1.61 -2.61
H -0.01 -1.49 -4.38
H 0.59 -6.28 -5.16
H 0.57 -5.65 -3.45
H 2.40 -7.50 -4.13
H 2.97 -6.03 -3.22
H 3.24 -6.16 -5.01
H 4.81 -2.10 -4.35
H 4.24 -3.54 -3.46
H 5.04 -1.97 -1.78
H 3.28 -1.63 -1.71
H 4.39 -0.54 -2.63
H -2.64 -1.36 -0.48
H -0.75 -5.26 0.87
H -1.87 -5.35 2.27
H -0.40 -3.88 3.71
H 1.24 -4.59 1.42
H -2.53 -3.31 3.32
H -3.91 -3.25 2.19
H -3.68 -1.17 3.33
H -3.35 -0.83 1.60
H -0.91 -0.45 2.17
H -1.92 0.32 3.40
N -6.03 0.24 3.05
H -6.10 0.42 4.06
H -6.08 -0.77 2.89
H -6.80 0.71 2.56
H -5.13 0.60 2.71
C -0.73 3.11 1.63
C -0.35 3.09 2.98
C -0.44 4.27 3.74
C -0.92 5.44 3.16
C -1.30 5.45 1.82
C -1.20 4.29 1.06
H -0.66 2.21 1.04
H 0.02 2.16 3.44
H -0.14 4.27 4.79
H -0.99 6.34 3.75
H -1.67 6.37 1.37
H -1.49 4.30 0.01
C 5.78 0.64 0.40
N 6.80 0.60 -0.68
O 7.91 0.19 -0.40
O 6.45 1.01 -1.77
H 6.24 0.26 1.32
H 5.48 1.68 0.52
H 4.94 0.01 0.10
F 0.15 0.84 2.54
F 0.06 5.46 6.25
K -0.86 -6.96 -4.15
O 9.23 4.15 0.90
P 7.80 3.98 1.51
O 7.75 2.70 2.34
O 6.77 3.88 0.38
O 7.49 5.18 2.39
C -2.93 11.17 -1.09
O -2.47 10.66 -2.34
C -1.25 9.92 -2.22
C -1.50 8.43 -2.18
O -2.22 8.04 -1.01
C -3.60 7.85 -1.26
H -3.98 11.44 -1.21
H -2.84 10.43 -0.29
H -2.36 12.06 -0.83
H -0.69 10.25 -1.33
H -0.65 10.16 -3.10
H -0.54 7.91 -2.14
H -2.03 8.09 -3.08
H -3.76 6.88 -1.74
H -4.02 8.64 -1.88
H -4.11 7.85 -0.30
C 6.30 2.09 6.09
C 7.31 3.06 5.69
N 8.11 3.82 5.38
H 5.85 2.35 7.05
H 5.49 2.04 5.36
H 6.72 1.09 6.18
Be 10.29 3.23 -0.31


# 9
C2H3N5O | ωB97M-V/def2-TZVPD

Its HOMO energy is -9.8 eV. Its largest force on an atom is 3.64 eV Å⁻¹. The SMILES is [H]/N=C\N=c1/nn[nH]o1. For the gap between HOMO and LUMO, the calculation gives 0.33559 Ha. The charge is 0. The electronic energy is -11616.53648 eV. The energy relative to the best compared isomer or geometry (same formula, charge and spin) comes out at 99.0 kcal/mol.

Positions of all 11 atoms, in Å:
H -3.32 -0.90 0.32
N -3.09 0.12 0.00
C -1.81 0.27 -0.14
N -0.82 -0.69 -0.12
C 0.33 -0.25 -0.02
N 0.85 1.10 0.07
N 2.10 0.97 -0.04
N 2.53 -0.32 -0.19
O 1.42 -1.10 0.02
H -1.50 1.34 -0.30
H 3.31 -0.51 0.40


# 10
H6Si3 | ωB97M-V/def2-TZVPD

Its HOMO energy is -8.5 eV. Its largest force on an atom is 2.20 eV Å⁻¹. For the gap between HOMO and LUMO, the calculation gives 0.25093 Ha. The charge is 0. The electronic energy is -23725.75597 eV. The energy relative to the best compared isomer or geometry (same formula, charge and spin) comes out at 24.6 kcal/mol.

Positions of all 9 atoms, in Å:
Si -2.67 -1.29 -0.70
Si 1.32 0.99 0.15
Si -0.38 -0.64 -0.15
H -3.86 -0.33 -0.12
H 0.91 2.41 -0.12
H 2.43 0.76 -0.87
H 2.09 1.22 1.34
H -0.20 -1.29 1.20
H 0.36 -1.84 -0.73


# 11
C3H5NOS3 | ωB97M-V/def2-TZVPD

Its HOMO energy is -9.1 eV. Its largest force on an atom is 3.96 eV Å⁻¹. The SMILES is COC(=S)S/C=N\S. For the gap between HOMO and LUMO, the calculation gives 0.33624 Ha. The charge is 0. The electronic energy is -39233.34728 eV. The energy relative to the best compared isomer or geometry (same formula, charge and spin) comes out at 43.9 kcal/mol.

Positions of all 13 atoms, in Å:
C 2.50 0.88 0.06
O 1.14 0.37 0.09
C 0.89 -0.92 0.02
S 2.06 -2.04 -0.07
S -0.80 -1.28 0.26
C -1.71 0.27 0.00
N -2.94 0.36 -0.02
S -3.78 -1.12 0.04
H 2.45 1.93 -0.12
H 2.98 0.55 1.06
H 3.16 0.43 -0.71
H -0.97 1.13 -0.04
H -4.98 -0.55 -0.57


# 12
C5H4N2O | ωB97M-V/def2-TZVPD

Its HOMO energy is -11.1 eV. Its largest force on an atom is 7.79 eV Å⁻¹. For the gap between HOMO and LUMO, the calculation gives 0.36515 Ha. The charge is 0. The electronic energy is -10272.81827 eV. The energy relative to the best compared isomer or geometry (same formula, charge and spin) comes out at 91.0 kcal/mol.

Positions of all 12 atoms, in Å:
C -0.55 -0.25 1.15
C -0.34 -0.84 -0.45
C -1.17 0.18 -0.99
C 1.13 -0.27 -0.71
C 1.40 1.17 -0.52
H -0.14 0.89 1.07
H -0.16 -1.29 1.92
H -1.63 -0.01 1.46
H -0.55 -1.75 -0.88
N -1.78 1.19 -1.20
N 1.77 2.14 0.03
O 2.00 -1.16 -0.88


Q: largest force on an atom of number 12 (C5H4N2O)?
A: 7.79 eV Å⁻¹